# 1
The molecule C4Br2N2O4, computed with the ωB97M-V functional and the def2-TZVPD basis.

Output
- maximum force (eV/A) = 4.4
- HOMO energy (eV) = -9.640
- DFT total energy (eV) = -155396.02348
- lowest unoccupied orbital energy (eV) = -2.8
- molecular weight (g/mol) = 299.86
- HOMO-LUMO gap (eV) = 6.80

Each line ends with the Mulliken charge.
Atoms and positions in Å:
1 Br -0.37 3.22 -2.32  -0.079
2 Br 1.13 0.30 -3.26  0.092
3 O 1.08 -2.36 1.55  -0.557
4 O 0.68 -1.77 -1.37  -0.573
5 O -0.37 -1.15 2.56  -0.601
6 O -1.52 2.48 0.74  -0.160
7 N 0.31 -1.45 1.62  0.863
8 N 0.24 -0.55 0.56  -0.423
9 C 0.38 -0.80 -0.72  0.545
10 C 0.28 0.49 -1.62  0.385
11 C -0.95 1.92 -0.07  0.784
12 C -0.35 1.64 -1.22  -0.277

***

# 2
The molecule C4H7NO, computed with the ωB97M-V functional and the def2-TZVPD basis.

Output
- maximum force (eV/A) = 0.4
- HOMO energy (eV) = -9.665
- DFT total energy (eV) = -7797.81005
- SMILES = C[C@H]1CN1C=O
- lowest unoccupied orbital energy (eV) = 0.9
- molecular weight (g/mol) = 85.11
- HOMO-LUMO gap (eV) = 10.55

Each line ends with the Mulliken charge.
Atoms and positions in Å:
1 O -2.26 -1.77 -1.09  -0.554
2 N -0.56 -0.47 -0.32  -0.041
3 C 0.75 -0.86 -0.69  -0.502
4 C -1.85 -0.72 -0.63  0.071
5 C 0.43 0.55 -0.20  0.179
6 C 0.76 1.01 1.20  -1.252
7 H 0.02 1.73 1.55  0.295
8 H 1.24 -1.55 -0.02  0.216
9 H 0.76 0.15 1.88  0.324
10 H 0.97 -1.00 -1.75  0.260
11 H -2.51 0.11 -0.33  0.313
12 H 0.45 1.32 -0.98  0.352
13 H 1.75 1.49 1.23  0.338

***

# 3
The molecule C6H10O, computed with the ωB97M-V functional and the def2-TZVPD basis.

Output
- maximum force (eV/A) = 0.3
- HOMO energy (eV) = -9.174
- DFT total energy (eV) = -8431.22053
- SMILES = CC1=CCC[C@H]1O
- lowest unoccupied orbital energy (eV) = 1.0
- molecular weight (g/mol) = 98.14
- HOMO-LUMO gap (eV) = 10.18

Each line ends with the Mulliken charge.
Atoms and positions in Å:
1 O -1.44 -1.60 -0.28  -0.580
2 C 0.94 -1.11 -0.83  -0.666
3 C -0.43 0.57 0.25  0.363
4 C -1.68 1.29 0.68  -1.271
5 C 1.82 -0.10 -0.05  -0.499
6 C 0.83 0.81 0.61  -0.446
7 C -0.52 -0.60 -0.71  0.019
8 H 1.25 -1.21 -1.87  0.258
9 H 0.99 -2.11 -0.38  0.238
10 H 2.48 -0.59 0.67  0.304
11 H -1.47 2.02 1.47  0.347
12 H 1.13 1.60 1.29  0.396
13 H -2.43 0.57 1.04  0.279
14 H -2.13 1.82 -0.17  0.274
15 H -0.92 -0.28 -1.68  0.354
16 H 2.48 0.46 -0.73  0.261
17 H -1.16 -1.88 0.60  0.370